Molecular formula: C6H11N
Method: DFT, ωB97M-V with the def2-TZVPD basis set

Values from the calculation:
- lowest unoccupied orbital energy (spin up / spin down) (hartree) = 0.0360 / -0.0407
- HOMO (spin up / spin down) (eV) = -3.89 / -8.96
- gap between HOMO and LUMO (spin up / spin down) (eV) = 4.873 / 7.855
- spin multiplicity = 3

The geometry in XYZ format:
```
18
Properties=species:S:1:pos:R:3:lowdin_spin:R:1
N -0.24 0.30 0.04 0.22
C -1.25 -0.64 0.13 0.02
C 1.53 -1.61 -0.17 0.07
C -0.63 1.72 -0.12 0.02
C 1.03 -0.16 0.06 0.55
C 1.92 0.82 0.19 0.74
C -2.56 -0.48 0.20 0.16
H 1.62 1.76 0.57 0.06
H -0.92 -1.67 0.21 0.00
H -3.09 -1.33 0.31 0.02
H 0.93 -2.29 0.41 0.02
H -1.58 1.55 -0.75 0.01
H 2.99 0.92 -0.05 0.06
H 2.62 -1.72 0.06 0.00
H -0.76 2.32 0.82 0.01
H 0.03 2.06 -0.80 0.01
H 1.32 -1.98 -1.21 0.03
H -2.95 0.44 0.12 0.02
```

***

Molecular formula: C6H11N
Method: DFT, ωB97M-V with the def2-TZVPD basis set

Values from the calculation:
- lowest unoccupied orbital energy (spin up / spin down) (hartree) = -0.1478 / -0.2389
- net charge = +1
- HOMO (spin up / spin down) (eV) = -13.28 / -14.87
- gap between HOMO and LUMO (spin up / spin down) (eV) = 9.260 / 8.369
- spin multiplicity = 2

The geometry in XYZ format:
```
18
Properties=species:S:1:pos:R:3:lowdin_spin:R:1
N 0.84 0.38 -1.95 0.12
C 0.34 -1.83 -1.16 0.01
C 0.14 0.14 0.37 0.27
C 0.61 1.59 0.60 0.03
C -1.00 -0.30 1.13 0.02
C 0.37 -0.31 -0.94 0.13
C -1.60 0.22 2.25 0.35
H 1.21 -0.14 -2.74 0.00
H 0.28 1.90 1.59 0.00
H 1.71 1.53 0.60 0.01
H 0.27 2.26 -0.17 0.01
H 0.17 -2.38 -0.23 0.00
H -1.09 0.95 2.87 0.02
H -0.36 -2.06 -1.96 0.01
H -2.28 -0.43 2.79 0.02
H -1.18 -1.38 1.05 0.00
H 1.22 1.31 -1.89 0.00
H 1.36 -2.17 -1.39 0.00
```

***

Relative energy (zero: lowest compared OMol25 entry of this formula, charge and spin) per entry: 34.5, 12.8 kcal/mol